[1]
# C48H106ClN8O12

7 unconnected molecules or ions with the total composition C48H106ClN8O12 at a distorted geometry (the ωB97M-V functional and the def2-TZVPD basis, the Open Molecules 2025 dataset).

LUMO energy (Eh): -0.16876
Strongest force on any atom (eV/Å): 5.3
E_tot (a.u.): -3692.89781
Frontier orbital gap (eV): 5.5
Net charge: +1
2S+1: 1
HOMO (eV): -10.06

Element x y z (Å)
Cl  2.395  -2.561  -0.063
O  2.062  10.580  -2.852
O  2.604  -1.770  6.339
O  2.326  -0.754  10.710
O  6.264  0.926  -1.682
O  -0.456  4.176  -0.464
O  -4.298  4.743  -2.723
O  -8.494  -9.832  1.225
O  -1.020  7.459  -3.888
O  -2.458  -6.183  -3.830
O  6.324  4.332  -4.630
O  -2.047  -3.448  -0.291
O  -5.487  -7.227  -0.901
N  -2.285  2.517  -2.487
N  0.155  1.118  2.927
N  -1.043  1.021  2.384
N  0.983  0.251  8.200
N  -6.630  -7.324  1.894
N  6.420  1.322  -4.848
N  2.163  7.708  -3.781
N  -3.879  -3.696  -2.894
C  1.196  -1.597  6.414
C  1.463  -3.578  2.322
C  7.733  4.451  -4.734
C  -2.295  -2.454  -1.285
C  -2.982  -5.157  -4.673
C  6.426  2.332  -1.789
C  -1.215  2.088  -1.587
C  -4.780  -6.930  0.304
C  -0.088  7.175  -4.925
C  -1.277  -0.058  1.613
C  5.801  -1.445  2.698
C  -3.613  2.568  -1.876
C  -7.555  -9.704  2.283
C  -3.657  -2.573  -1.984
C  3.273  0.301  10.706
C  -7.332  -8.265  2.773
C  3.362  1.274  2.295
C  -2.915  -3.795  -3.989
C  2.353  -4.859  2.016
C  5.261  -0.519  2.107
C  0.745  -0.184  6.824
C  -0.410  -1.244  1.272
C  6.097  0.143  -4.042
C  2.230  10.216  -1.492
C  5.281  2.188  -5.145
C  3.039  10.020  -3.730
C  2.445  8.900  -4.579
C  -0.989  2.873  -0.286
C  0.399  -0.616  9.223
C  3.252  -1.950  7.591
C  1.102  0.148  2.700
C  -0.852  8.725  -3.270
C  -5.300  -7.759  1.474
C  -1.650  -4.714  -0.806
C  5.729  3.550  -5.666
C  -7.994  -9.498  -0.058
C  0.978  -1.117  1.911
C  -3.451  -7.032  -3.272
C  2.084  -2.213  1.723
C  -3.716  5.224  -3.924
C  2.524  0.415  3.372
C  4.227  0.357  1.328
C  5.426  0.348  -2.675
C  -4.598  3.350  -2.741
C  -1.402  5.159  -0.864
C  1.297  6.725  -4.436
C  0.971  -0.320  10.607
C  -6.390  -6.208  -1.304
H  2.649  -2.535  8.289
H  0.739  -2.383  7.024
H  -5.301  -8.806  1.153
H  7.260  2.563  -2.453
H  4.475  0.889  -2.744
H  3.932  9.691  -3.190
H  7.123  1.857  -4.355
H  6.690  2.718  -0.802
H  -0.143  8.648  -2.444
H  6.434  -2.261  3.115
H  -3.123  -3.010  -4.723
H  0.407  -0.905  11.338
H  -4.649  2.953  -3.759
H  -4.788  -5.858  0.529
H  -1.379  1.032  -1.338
H  4.229  -0.106  11.039
H  4.669  2.368  -4.254
H  1.320  -3.399  3.428
H  -3.588  3.054  -0.895
H  -2.948  -7.911  -2.864
H  8.235  3.535  -4.416
H  -3.994  -5.388  -5.019
H  -3.854  -1.644  -2.530
H  1.846  6.295  -5.281
H  -6.952  -9.800  -0.190
H  8.040  4.706  -5.753
H  3.437  -4.563  2.091
H  -6.802  -8.298  3.731
H  3.271  10.330  -1.173
H  -2.308  -0.080  1.138
H  -0.230  2.326  0.285
H  -2.336  -5.128  -5.555
H  -7.295  -6.215  -0.696
H  1.537  9.296  -5.046
H  -0.040  8.002  -5.641
H  -4.424  -2.648  -1.207
H  7.041  -0.384  -3.872
H  -3.760  6.313  -3.905
H  -8.314  -7.826  2.973
H  -8.598  -10.020  -0.802
H  -1.486  5.179  -1.951
H  1.610  10.881  -0.889
H  -7.204  -7.173  1.075
H  2.047  -5.263  1.011
H  -8.117  -8.429  -0.242
H  4.186  -2.486  7.414
H  -5.594  3.246  -2.301
H  3.516  -0.982  8.019
H  -3.853  -4.550  -2.351
H  -2.528  -5.321  -1.023
H  0.857  0.734  10.876
H  5.513  2.832  -2.119
H  -2.298  -1.499  -0.748
H  -2.378  5.010  -0.398
H  5.171  -0.647  -2.295
H  3.050  -1.997  2.264
H  -3.977  -6.542  -2.454
H  -3.738  -7.216  0.122
H  1.722  7.987  -2.914
H  -3.984  1.546  -1.738
H  -1.088  -5.234  -0.027
H  4.649  1.703  -5.897
H  3.344  10.829  -4.400
H  -6.680  -6.408  -2.337
H  3.991  2.081  2.769
H  6.386  3.457  -6.536
H  -1.023  6.136  -0.558
H  -2.047  3.435  -2.841
H  -2.666  4.935  -3.999
H  -4.168  -7.364  -4.029
H  0.592  -1.673  9.013
H  2.393  1.104  4.270
H  -6.620  -10.220  2.037
H  3.149  8.639  -5.376
H  -4.262  4.871  -4.805
H  -0.288  2.132  -2.167
H  4.841  1.066  0.680
H  1.983  0.305  8.344
H  1.148  5.916  -3.714
H  -1.876  2.901  0.356
H  -1.010  -4.622  -1.685
H  -0.517  6.332  -5.477
H  2.982  1.105  11.390
H  -0.686  -0.467  9.241
H  -1.887  -3.662  -3.635
H  3.037  -0.539  3.680
H  0.829  -1.765  5.394
H  3.589  -0.246  0.611
H  -1.811  9.020  -2.839
H  -0.325  -0.079  6.610
H  -0.544  9.497  -3.979
H  -4.609  -7.665  2.319
H  1.898  9.192  -1.310
H  -1.458  -2.393  -1.989
H  0.365  1.939  3.514
H  5.470  -0.524  -4.644
H  -5.923  -5.218  -1.261
H  3.415  0.706  9.701
H  1.266  0.532  6.179
H  8.051  5.254  -4.066
H  4.839  4.100  -5.988
H  2.585  1.791  1.644
H  2.102  -5.623  2.823
H  -7.986  -10.260  3.121
H  0.424  -3.707  1.876
H  -0.712  -2.122  0.633

Atoms 1-3, force components in eV/Å:
-0.19 0.75 1.11
0.34 -0.23 0.24
-0.33 -0.03 -0.05

These are the Mulliken partial charges, in e, on atoms 1 to 4: Cl -0.12; O -0.32; O -0.35; O -0.32



[2]
# C2H9NO4

3 unconnected molecules or ions with the total composition C2H9NO4 at a distorted geometry (the ωB97M-V functional and the def2-TZVPD basis, the Open Molecules 2025 dataset).

LUMO energy (Eh): 0.02657
Strongest force on any atom (eV/Å): 7.1
SMILES: NCC(=O)O.O.O
E_tot (a.u.): -437.28635
Frontier orbital gap (eV): 9.9
Net charge: 0
2S+1: 1
HOMO (eV): -9.23

Element x y z (Å)
O  -0.702  0.619  -1.129
O  1.930  -4.728  0.441
O  0.223  0.370  0.822
O  -0.820  -1.927  -0.265
N  -0.748  3.625  -0.157
C  -0.186  1.128  -0.145
C  0.116  2.543  0.219
H  -0.718  -1.288  -0.978
H  -1.479  3.433  -0.780
H  -0.028  -0.679  0.785
H  2.224  -5.203  1.245
H  0.509  2.565  1.304
H  1.601  -5.520  -0.192
H  1.175  2.611  -0.229
H  -1.038  4.187  0.636
H  -1.635  -2.171  -0.091

Atoms 1-3, force components in eV/Å:
-0.03 1.56 -0.50
-0.94 -3.19 -1.64
0.53 -3.57 2.45

These are the natural (NBO) partial charges, in e, on atoms 1 to 4: O -0.66; O -0.94; O -0.71; O -0.95



[3]
# BrClFP

2 unconnected molecules or ions with the total composition BrClFP at a distorted geometry (the ωB97M-V functional and the def2-TZVPD basis, the Open Molecules 2025 dataset).

LUMO energy (spin up / spin down) (Eh): -0.08960 / -0.12632
Strongest force on any atom (eV/Å): 2.3
E_tot (a.u.): -3475.39446
Frontier orbital gap (spin up / spin down) (eV): 8.2 / 5.7
Net charge: 0
2S+1: 1
HOMO (spin up / spin down) (eV): -10.61 / -9.18

Element x y z (Å)
Br  -2.162  -0.925  0.136
Cl  2.010  -1.757  0.060
P  -0.606  0.174  -0.810
F  -0.285  1.172  0.428

Atoms 1-3, force components in eV/Å:
-0.36 -0.38 0.01
-1.03 0.71 -0.37
1.54 0.36 1.67

Formally, the natural (NBO) partial charges of the atoms, in units of the elementary charge, are as follows: Br -0.14; Cl -0.36; P 1.07; F -0.57



[4]
# C35H33F4N2

2 unconnected molecules or ions with the total composition C35H33F4N2 at a distorted geometry (the ωB97M-V functional and the def2-TZVPD basis, the Open Molecules 2025 dataset).

LUMO energy (Eh): -0.23956
Strongest force on any atom (eV/Å): 2.4
E_tot (a.u.): -1862.15407
Frontier orbital gap (eV): 2.5
Net charge: +1
2S+1: 1
HOMO (eV): -9.01

Element x y z (Å)
F  -1.247  6.729  0.010
F  -0.977  -0.397  -4.947
F  -4.129  1.427  -1.902
F  3.459  6.194  -0.270
N  1.069  -2.442  -0.155
N  -1.004  -2.345  0.607
C  -0.495  1.952  -2.160
C  -5.577  -0.818  3.671
C  -0.254  1.233  -3.373
C  -0.625  -0.572  2.934
C  3.218  -1.894  0.812
C  2.877  -2.589  2.090
C  0.708  -3.709  0.242
C  -1.842  2.058  -1.710
C  2.387  -1.937  -0.313
C  -0.572  -3.670  0.650
C  4.678  -0.388  -0.425
C  -4.364  -1.198  2.869
C  -2.612  0.640  -3.559
C  -3.546  -3.544  0.032
C  -0.365  4.651  -0.730
C  -2.846  1.398  -2.406
C  2.052  4.340  -0.749
C  -2.134  -1.864  1.322
C  5.903  0.479  -0.412
C  -4.472  -2.134  1.840
C  1.788  -1.436  -2.685
C  -1.280  0.529  -3.969
C  -3.364  -2.497  1.075
C  1.112  6.496  -0.057
C  0.615  2.444  -1.415
C  -0.148  5.937  -0.256
C  2.192  5.658  -0.351
C  2.699  -1.284  -1.510
C  -1.967  -1.019  2.436
C  0.079  -0.213  -0.088
C  0.007  -1.574  0.075
C  -3.109  -0.662  3.170
C  4.359  -1.093  0.734
C  3.857  -0.498  -1.553
C  0.747  3.784  -0.937
H  1.243  7.527  0.254
H  1.552  1.893  -1.527
H  -0.819  0.339  0.152
H  -5.328  -0.024  4.381
H  2.919  3.725  -0.981
H  -0.071  0.022  2.198
H  0.019  -1.409  3.250
H  0.765  1.201  -3.769
H  1.670  -2.490  -2.973
H  -5.976  -1.667  4.242
H  -2.068  2.571  -0.771
H  -5.431  -2.606  1.634
H  -3.012  0.038  4.005
H  2.682  -3.662  1.954
H  4.098  0.043  -2.472
H  1.050  0.215  -0.299
H  -0.775  0.062  3.818
H  5.002  -1.012  1.613
H  0.793  -1.036  -2.466
H  -4.296  -3.234  -0.707
H  5.846  1.212  0.402
H  3.740  -2.501  2.768
H  -6.386  -0.455  3.025
H  6.028  1.013  -1.357
H  -1.374  4.329  -0.970
H  2.019  -2.137  2.615
H  -3.414  0.148  -4.089
H  -1.204  -4.471  0.997
H  -3.911  -4.477  0.486
H  6.806  -0.120  -0.233
H  2.185  -0.891  -3.548
H  1.396  -4.537  0.230
H  -2.627  -3.775  -0.505

Atoms 1-3, force components in eV/Å:
1.46 -1.06 -0.44
-0.41 1.60 1.01
1.66 0.11 -0.72

These are the Mulliken partial charges, in e, on atoms 1 to 4: F -0.29; F -0.32; F -0.33; F -0.28



[5]
# C42H99N3O9

9 unconnected molecules or ions with the total composition C42H99N3O9 at a distorted geometry (the ωB97M-V functional and the def2-TZVPD basis, the Open Molecules 2025 dataset).

LUMO energy (Eh): 0.00474
Strongest force on any atom (eV/Å): 2.4
SMILES: CC1(C)CCCC(C)(C)N1O.CC1(C)CCCC(C)(C)N1O.CC1(C)CCCC(C)(C)N1O.CC(C)O.CC(C)O.CC(C)O.CC(C)O.CC(C)O.O
E_tot (a.u.): -2500.83957
Frontier orbital gap (eV): 8.0
Net charge: 0
2S+1: 1
HOMO (eV): -7.83

Element x y z (Å)
O  -4.694  -2.958  -5.735
O  0.298  -1.873  -1.093
O  2.188  -6.680  -1.547
O  -1.381  2.616  5.657
O  4.488  -4.329  3.925
O  0.999  9.539  0.308
O  -8.149  -2.274  1.615
O  1.914  2.855  -5.332
O  2.494  0.594  -3.123
N  -0.373  -1.268  0.009
N  0.730  8.170  0.080
N  3.254  -4.243  4.621
C  1.660  7.259  0.734
C  1.889  7.598  2.218
C  -4.693  -3.414  -3.367
C  -2.130  -2.944  -0.356
C  -0.322  0.292  1.873
C  -2.481  -0.587  -1.061
C  -1.450  8.597  -0.848
C  2.964  -2.890  5.103
C  -0.069  -6.462  -2.335
C  2.244  -5.078  3.981
C  1.546  -2.766  5.673
C  -1.821  -1.506  0.015
C  4.808  0.891  -3.706
C  0.484  8.175  -2.390
C  0.473  -3.445  4.820
C  0.494  2.905  -5.257
C  0.014  4.006  -6.178
C  3.220  -1.810  4.008
C  1.203  -5.729  -1.889
C  -2.384  -1.148  1.398
C  3.952  -1.321  -3.045
C  -6.389  -1.858  3.222
C  0.814  -4.895  4.602
C  -6.906  -0.226  1.286
C  -3.133  -4.597  -4.857
C  0.593  5.341  -0.599
C  1.775  -0.226  0.709
C  0.233  3.186  -3.745
C  -1.836  0.151  1.967
C  1.099  5.840  0.748
C  -0.541  6.304  -0.973
C  0.076  1.163  -0.525
C  1.619  -4.742  -2.963
C  3.933  -2.562  6.218
C  0.269  -0.025  0.424
C  3.011  7.294  0.010
C  -0.160  7.789  -1.024
C  2.142  -4.895  2.459
C  -6.873  -1.651  1.776
C  2.643  -6.552  4.255
C  -3.860  -3.269  -4.630
C  3.584  -0.038  -3.791
H  -3.427  -0.905  1.175
H  2.035  -3.853  2.146
H  4.957  -2.786  5.902
H  -2.037  1.986  5.339
H  -6.180  -2.211  1.139
H  5.121  0.950  -2.654
H  2.136  0.742  1.042
H  3.382  -0.169  -4.858
H  1.497  -2.974  6.740
H  -2.413  -4.757  -4.049
H  -1.256  9.660  -0.719
H  -2.204  1.026  1.422
H  1.243  7.466  -2.702
H  0.651  2.345  -3.192
H  3.403  8.311  0.023
H  -2.229  8.437  -1.601
H  -0.094  3.725  -7.224
H  0.076  -5.494  4.074
H  -5.295  -1.837  3.173
H  1.431  5.360  -1.299
H  2.096  -5.350  -3.734
H  2.860  -6.624  5.320
H  -1.753  -3.669  0.369
H  -7.220  -0.203  0.245
H  0.084  1.281  2.074
H  4.264  -1.884  3.704
H  0.911  -5.181  -0.978
H  0.125  -0.522  2.450
H  0.784  -4.153  -3.348
H  0.982  7.616  2.821
H  3.729  -2.973  7.205
H  -0.112  -7.392  -1.758
H  -3.209  -3.119  -0.260
H  -5.940  0.266  1.427
H  1.837  -7.237  3.993
H  -2.430  0.470  -0.805
H  -0.835  3.214  -3.504
H  2.688  -2.063  3.085
H  -5.486  -2.676  -3.210
H  -0.011  1.956  -5.458
H  -0.962  -5.862  -2.199
H  1.451  -5.534  1.912
H  -6.738  -1.018  3.821
H  -0.452  -3.407  5.408
H  3.759  6.607  0.411
H  0.044  -6.872  -3.343
H  -0.291  8.235  -3.158
H  1.983  -1.054  1.376
H  3.519  -6.800  3.657
H  -0.854  5.993  -1.976
H  4.750  1.941  -4.002
H  1.308  -1.700  5.597
H  -8.832  -1.658  1.899
H  2.939  -0.778  4.212
H  0.564  4.922  -5.983
H  -1.992  -0.790  -2.013
H  0.206  4.322  -0.589
H  2.116  -0.478  -0.299
H  2.261  -3.929  -2.606
H  -1.900  -3.133  -1.402
H  -3.699  -5.517  -4.990
H  2.821  6.975  -1.016
H  0.614  -2.684  -0.677
H  1.884  5.164  1.117
H  3.199  -2.067  -3.320
H  -0.665  2.070  6.001
H  -2.038  8.225  0.002
H  3.014  -6.207  -1.396
H  1.026  1.655  -0.747
H  0.651  4.124  -3.378
H  3.136  -5.157  2.073
H  -4.181  -3.543  -2.415
H  4.931  -1.754  -3.237
H  0.235  9.755  0.858
H  -2.118  0.257  3.017
H  -0.570  1.959  -0.138
H  2.486  8.511  2.267
H  -2.502  -4.462  -5.743
H  2.204  -0.094  -2.511
H  0.376  5.657  1.551
H  3.894  -1.118  -1.973
H  2.283  2.535  -4.504
H  -5.347  -3.664  -5.796
H  -7.565  0.395  1.904
H  0.227  -2.854  3.936
H  5.026  -4.713  4.626
H  0.740  9.221  -2.212
H  -1.043  4.154  -5.915
H  -3.131  -2.477  -4.462
H  -1.410  6.137  -0.335
H  -0.416  0.926  -1.467
H  -5.277  -4.336  -3.505
H  4.003  -1.474  6.332
H  0.972  -5.370  5.578
H  2.531  6.843  2.682
H  -6.656  -2.876  3.488
H  5.715  0.521  -4.195
H  -3.553  -0.794  -1.136
H  -2.299  -2.013  2.054

Atoms 1-3, force components in eV/Å:
0.24 0.32 0.02
-0.30 0.22 -0.07
0.27 0.05 -0.30

These are the Mulliken partial charges, in e, on atoms 1 to 4: O -0.57; O -0.21; O -0.62; O -0.63